{"formula": "C4H9I2N2", "method": "the ωB97M-V functional and the def2-TZVPD basis", "species": ["C", "C", "C", "C", "N", "N", "I", "I", "H", "H", "H", "H", "H", "H", "H", "H", "H"], "coordinates": [[3.49335, -0.21481, -0.41610], [2.33263, -0.77859, 0.28543], [-1.75046, 0.04074, 0.17931], [-2.46050, 1.26265, 0.55603], [-0.51884, -0.03963, -0.20681], [1.53733, -1.61770, -0.19248], [2.75600, 1.85603, -0.78242], [5.35215, -0.45692, 0.60519], [3.54464, -0.57834, -1.45168], [1.94610, -0.20743, 1.19973], [-2.25613, -0.89532, -0.10632], [-2.68600, 2.02252, -0.12156], [-1.81038, 1.80163, 1.27978], [-3.58112, 1.04209, 0.79831], [0.10819, 0.78747, 0.06902], [1.66230, -2.00900, -1.15667], [0.01431, -0.91414, -0.20863]], "total_charge": 1, "gap_ev": 8.1, "e_homo_ha": -0.470, "largest_force_ev_per_a": 4.3, "de_lowest_kcal_mol": 28.0}